Record 1
# C51H47F6N4O3PS5Sc

C51H47F6N4O3PS5Sc as an isolated structure in a non-equilibrium geometry (the ωB97M-V functional and the def2-TZVPD basis, the OMol25 dataset).

Last column: Mulliken spin population.
Positions of all 118 atoms, in Å:
1 Sc -1.3638 -2.0047 0.5094  -0.023
2 C 5.1967 -3.2940 -0.2164  -0.009
3 S 3.6821 -3.8506 -1.0475  0.256
4 C 2.4435 -2.9129 -0.1514  -0.027
5 S 2.4665 -1.3668 -0.8599  0.676
6 N 1.7858 -3.4753 0.7684  -0.015
7 N 0.6807 -3.0511 1.3950  -0.004
8 C 0.5840 -3.4279 2.6294  0.008
9 C -0.6387 -3.2960 3.3899  -0.006
10 C -0.7626 -3.9414 4.6235  -0.002
11 C -1.9606 -3.8573 5.3110  0.000
12 C -2.9877 -3.1122 4.7542  -0.001
13 C -2.7890 -2.5168 3.5151  0.000
14 N -1.6558 -2.6078 2.8304  0.002
15 H 6.0198 -3.6679 -0.8163  0.000
16 H 5.2452 -3.7140 0.7830  0.006
17 H 5.2108 -2.2090 -0.1933  0.007
18 H 1.4277 -3.9250 3.1108  0.001
19 H 0.0574 -4.5269 5.0073  0.000
20 H -2.0901 -4.3617 6.2556  0.000
21 H -3.9314 -3.0031 5.2627  0.000
22 H -3.5945 -1.9631 3.0491  0.000
23 C -1.1090 5.2199 5.7473  0.000
24 C -1.0195 4.1203 4.7465  0.000
25 C -1.4947 4.3016 3.4518  0.000
26 C -1.3500 3.3027 2.5113  0.000
27 C -0.7276 2.1091 2.8543  0.000
28 C -0.2678 1.9003 4.1440  0.001
29 C -0.4214 2.9058 5.0805  0.000
30 S -0.4992 1.0341 1.4262  -0.005
31 O -0.8001 -0.4016 1.8008  0.004
32 C 1.3050 1.0517 1.4155  0.052
33 C 2.0123 0.0894 2.1415  0.019
34 C 3.3686 -0.0008 1.9872  -0.015
35 C 4.0590 0.8743 1.1196  -0.012
36 C 5.4507 0.7602 0.9235  0.007
37 C 6.1074 1.5931 0.0598  0.000
38 C 5.3988 2.5794 -0.6424  0.001
39 C 4.0451 2.7106 -0.4889  0.002
40 C 3.3398 1.8721 0.4015  0.008
41 C 1.9313 1.9371 0.5650  -0.008
42 C 1.0490 2.8312 -0.2133  -0.017
43 C 0.9824 4.2275 0.0176  0.002
44 C 1.8326 4.8793 0.9363  -0.001
45 C 1.7446 6.2317 1.1182  0.000
46 C 0.7852 6.9839 0.4208  0.000
47 C -0.0677 6.3769 -0.4602  0.001
48 C 0.0108 4.9870 -0.6937  0.000
49 C -0.8491 4.3374 -1.6071  0.001
50 C -0.7631 2.9886 -1.8288  -0.002
51 C 0.1844 2.2470 -1.1151  0.023
52 S 0.4189 0.4493 -1.2860  0.066
53 O -0.8802 -0.2216 -0.9413  -0.013
54 C 0.5892 0.4043 -3.0666  0.009
55 C -0.4436 0.0175 -3.8996  -0.006
56 C -0.1942 -0.1272 -5.2553  0.001
57 C 1.0776 0.0990 -5.7759  0.001
58 C 1.3827 -0.1463 -7.2166  0.000
59 C 2.0950 0.5223 -4.9180  0.000
60 C 1.8590 0.6651 -3.5665  0.014
61 H -1.7632 6.0139 5.4010  0.000
62 H -0.1160 5.6369 5.9077  0.000
63 H -1.4685 4.8535 6.7047  0.000
64 H -1.9731 5.2299 3.1796  0.000
65 H -1.6947 3.4409 1.4971  0.000
66 H 0.2151 0.9719 4.4076  0.000
67 H -0.0563 2.7598 6.0861  0.000
68 H 1.4650 -0.5813 2.7882  -0.004
69 H 3.9249 -0.7618 2.5164  0.000
70 H 5.9903 -0.0001 1.4687  0.000
71 H 7.1730 1.5010 -0.0808  0.000
72 H 5.9299 3.2311 -1.3174  0.000
73 H 3.5002 3.4593 -1.0440  0.000
74 H 2.5578 4.2948 1.4817  0.000
75 H 2.4109 6.7278 1.8066  0.000
76 H 0.7276 8.0485 0.5840  0.000
77 H -0.8115 6.9509 -0.9933  0.000
78 H -1.5784 4.9292 -2.1399  0.000
79 H -1.4120 2.4942 -2.5356  0.001
80 H -1.4181 -0.1762 -3.4723  0.001
81 H -0.9877 -0.4433 -5.9172  0.000
82 H 0.4855 -0.3742 -7.7861  0.000
83 H 2.0702 -0.9892 -7.2959  0.000
84 H 1.8757 0.7172 -7.6612  0.000
85 H 3.0843 0.7072 -5.3105  0.000
86 H 2.6501 0.9547 -2.8902  0.000
87 F -2.7906 -3.2130 -0.1982  -0.001
88 P -3.1008 -4.8960 0.4259  0.000
89 F -3.3004 -6.2917 1.0813  0.000
90 F -2.2772 -5.4433 -0.8301  0.000
91 F -1.6363 -4.6423 1.1554  0.000
92 F -4.4175 -4.8703 -0.4365  0.000
93 F -3.8153 -4.1041 1.6214  0.000
94 O -0.4340 -2.8342 -1.1547  0.008
95 S -0.2774 -4.0545 -2.0568  -0.001
96 C -1.7628 -4.0938 -3.1351  0.000
97 C -1.4124 -3.4203 -4.4458  0.000
98 C 0.0412 -3.7718 -4.7284  -0.001
99 C 0.7944 -3.4635 -3.4463  -0.014
100 H -2.5784 -3.6132 -2.6022  0.000
101 H -2.0000 -5.1489 -3.2634  0.000
102 H -1.5053 -2.3396 -4.3485  0.000
103 H -2.0696 -3.7642 -5.2421  0.000
104 H 0.4348 -3.1873 -5.5591  0.000
105 H 0.1267 -4.8314 -4.9726  0.000
106 H 0.9450 -2.3939 -3.3056  0.009
107 H 1.7508 -3.9758 -3.3725  0.001
108 C -6.1063 0.2811 0.3663  0.000
109 C -5.6338 -0.4804 -0.6914  0.000
110 C -4.3067 -0.8853 -0.6870  0.000
111 N -3.4510 -0.6201 0.3112  0.001
112 C -3.9090 0.1517 1.3056  0.000
113 C -5.2094 0.6289 1.3653  0.000
114 H -7.1367 0.6030 0.4048  0.000
115 H -6.2864 -0.7658 -1.5020  0.000
116 H -3.9091 -1.4481 -1.5270  0.000
117 H -3.1984 0.4071 2.0857  0.000
118 H -5.5157 1.2546 2.1878  0.000

## Properties
Energy above the lowest of the compared OMol25 structures with the same formula, charge and spin (kcal per mole): 20.85
Spin multiplicity: 2
LUMO energy (spin up / spin down) (hartree): -0.19878 / -0.24625
Net charge: +2
⟨S²⟩: 0.76
Frontier orbital gap (spin up / spin down) (eV): 7.3 / 6.0



Record 2
# C10H17N2O2

A 2-piece molecular cluster, C10H17N2O2 overall (the ωB97M-V functional and the def2-TZVPD basis, the OMol25 dataset).

Last column: Mulliken charge in e.
Positions of all 31 atoms, in Å:
1 C -0.3061 0.9203 2.2443  -1.343
2 C -0.2365 2.2747 0.1408  -1.195
3 C 1.7980 1.0837 0.8789  -1.285
4 C -1.5354 0.1172 0.2309  -1.306
5 C 0.5206 -1.0691 1.0106  -1.275
6 C 0.5535 1.8107 1.3472  0.532
7 C -0.7246 -0.3155 1.4455  0.373
8 C -0.6766 0.9960 -0.6873  0.321
9 C 1.3485 -0.2001 0.0544  0.286
10 C 0.5955 0.4020 -1.0112  -0.292
11 N -0.9153 -2.2559 -3.1478  0.129
12 N -0.1576 -1.9267 -2.1945  0.255
13 O -1.1814 -3.4150 -3.4857  -0.659
14 O 0.3677 -2.9759 -1.5382  -0.406
15 H 0.2549 0.6236 3.1303  0.444
16 H -1.1884 1.4671 2.5785  0.451
17 H -1.1525 2.7933 0.4234  0.470
18 H 0.3557 2.9354 -0.4913  0.454
19 H 2.4262 1.7216 0.2582  0.464
20 H 2.3961 0.7104 1.7104  0.468
21 H -1.8666 -0.7538 -0.3350  0.426
22 H -2.4174 0.6738 0.5428  0.522
23 H 1.1225 -1.3195 1.8828  0.542
24 H 0.2755 -1.9958 0.4956  0.334
25 H 0.8659 2.6928 1.9184  0.181
26 H -1.3415 -0.9604 2.0778  0.270
27 H -1.2306 1.3401 -1.5613  0.455
28 H 2.2436 -0.7175 -0.2903  0.520
29 H 1.0678 0.6056 -1.9633  0.211
30 H -1.3235 -1.4629 -3.6672  0.250
31 H 0.0622 -3.8002 -1.9976  0.404

## Properties
Energy above the lowest of the compared OMol25 structures with the same formula, charge and spin (kcal per mole): 110.25
Spin multiplicity: 1
LUMO energy (hartree): -0.19399
Net charge: +1
Frontier orbital gap (eV): 8.1



Record 3
# C6H24N12O6

A 6-piece molecular cluster, C6H24N12O6 overall in a non-equilibrium geometry (the ωB97M-V functional and the def2-TZVPD basis, the OMol25 dataset).

Last column: Mulliken charge in e.
Positions of all 48 atoms, in Å:
1 N -7.2897 -5.2104 -2.2240  -0.381
2 C -6.0662 -5.1361 -1.7964  0.667
3 N -5.1803 -5.2592 -2.7939  -0.374
4 O -5.7424 -4.8407 -0.6579  -0.645
5 H -7.4715 -5.7448 -3.0616  0.179
6 H -8.0468 -4.8363 -1.6700  0.211
7 H -5.5430 -5.5204 -3.6996  0.145
8 H -4.1868 -5.1596 -2.6416  0.198
9 N 0.2393 -0.7734 0.2256  -0.384
10 C -0.9985 -0.4333 0.4581  0.632
11 N -1.8011 -1.3923 0.0322  -0.358
12 O -1.2159 0.4984 1.0877  -0.588
13 H 0.8934 -0.0091 0.1359  0.217
14 H 0.4360 -1.6352 -0.2630  0.129
15 H -1.3269 -2.1562 -0.4280  0.133
16 H -2.7202 -1.5020 0.4363  0.216
17 N -2.4208 4.8122 2.5748  -0.328
18 C -2.9122 5.5611 1.6507  0.654
19 N -3.1939 4.8173 0.6348  -0.374
20 O -3.0298 6.7901 1.7355  -0.675
21 H -1.9238 5.1179 3.3992  0.206
22 H -2.2658 3.8501 2.3093  0.127
23 H -3.9164 5.2138 0.0509  0.203
24 H -2.9276 3.8707 0.4045  0.185
25 N 1.6058 -6.5059 -2.1157  -0.371
26 C 1.7629 -5.3184 -2.6328  0.679
27 N 2.9918 -5.3036 -3.0898  -0.415
28 O 0.9246 -4.4512 -2.8016  -0.649
29 H 2.3829 -7.1467 -2.1914  0.168
30 H 0.7962 -6.6992 -1.5436  0.214
31 H 3.5801 -5.9528 -2.5872  0.164
32 H 3.4020 -4.5187 -3.5754  0.210
33 N 5.5346 0.8834 -2.8013  -0.373
34 C 6.1601 1.9863 -2.9452  0.602
35 N 5.7035 2.6412 -3.9925  -0.421
36 O 7.1449 2.3789 -2.3701  -0.633
37 H 5.0154 0.5094 -3.5828  0.183
38 H 5.8390 0.2605 -2.0668  0.231
39 H 5.9232 3.6252 -3.9323  0.233
40 H 4.8773 2.3209 -4.4771  0.178
41 N 1.9041 5.6224 7.2635  -0.397
42 C 1.8684 4.5549 6.5080  0.630
43 N 1.7302 4.8404 5.2321  -0.436
44 O 1.8160 3.4496 6.8721  -0.595
45 H 1.8306 6.5914 6.9881  0.170
46 H 2.1415 5.4768 8.2344  0.213
47 H 1.6980 4.0264 4.6350  0.237
48 H 1.9779 5.8066 5.0730  0.181

## Properties
Energy above the lowest of the compared OMol25 structures with the same formula, charge and spin (kcal per mole): 122.98
Spin multiplicity: 1
LUMO energy (hartree): 0.00094
Frontier orbital gap (eV): 9.4



Question: Which value of energy above the lowest of the compared OMol25 structures with the same formula, charge and spin does entry 2 give?
Answer: 110.25 kcal per mole



Question: energy above the lowest of the compared OMol25 structures with the same formula, charge and spin of number 1 (C51H47F6N4O3PS5Sc)?
Answer: 20.85 kcal per mole